{
  "formula": "C4H12O",
  "method": "ωB97M-V with the def2-TZVPD basis set",
  "charge": 0,
  "smiles": "CCC.CO",
  "orbital_gap_ha": 0.41626,
  "homo_ha": -0.3813,
  "energy_ha": -234.79504,
  "de_lowest_kcal_mol": 23.6,
  "symbols": ["C", "C", "C", "H", "H", "H", "H", "H", "H", "H", "H", "C", "O", "H", "H", "H", "H"],
  "xyz": [[0.99504, -0.64659, 0.93643], [0.69239, 0.84931, 0.95515], [1.63399, 1.61992, 1.94780], [0.23280, -1.22011, 0.36914], [1.99236, -0.90429, 0.69645], [0.91115, -1.15312, 1.90319], [-0.34562, 1.07125, 1.14010], [0.92203, 1.18409, -0.10417], [2.24659, 0.91440, 2.51598], [0.92573, 2.19639, 2.51478], [2.34686, 2.31109, 1.45115], [-1.86424, -1.33167, -2.36020], [-2.95483, -0.44335, -2.09192], [-1.65364, -1.42872, -3.42589], [-2.17429, -2.27954, -1.88761], [-0.94987, -1.00476, -1.81950], [-2.95644, 0.26567, -2.74087]],
  "nbo_charge": [-0.6124, -0.3961, -0.6178, 0.2060, 0.2048, 0.1975, 0.2026, 0.1917, 0.2051, 0.2115, 0.2066, -0.2515, -0.7263, 0.1692, 0.1830, 0.1624, 0.4638]
}


{
  "formula": "C4H12O",
  "method": "ωB97M-V with the def2-TZVPD basis set",
  "charge": 0,
  "smiles": "CCC.CO",
  "orbital_gap_ha": 0.41655,
  "homo_ha": -0.3848,
  "energy_ha": -234.80211,
  "de_lowest_kcal_mol": 19.1,
  "symbols": ["C", "C", "C", "H", "H", "H", "H", "H", "H", "H", "H", "C", "O", "H", "H", "H", "H"],
  "xyz": [[-0.56386, 1.39504, -0.89471], [0.90729, 1.48762, -0.45903], [1.12120, 1.41056, 1.04859], [-1.16071, 2.25576, -0.59807], [-1.09516, 0.62238, -0.40014], [-0.52213, 1.13741, -1.95311], [1.43208, 0.65876, -0.91737], [1.33552, 2.38731, -0.88225], [1.74581, 0.54885, 1.29441], [1.59571, 2.30978, 1.44707], [0.21921, 1.25335, 1.64251], [-0.85198, -2.23473, -0.02747], [-0.53093, -3.62489, 0.03047], [-0.65864, -1.94407, -1.04992], [-1.92483, -2.05798, 0.09455], [-0.29407, -1.65955, 0.71224], [-0.75451, -3.94560, 0.91224]],
  "nbo_charge": [-0.6023, -0.3998, -0.6190, 0.2046, 0.1940, 0.2091, 0.1951, 0.1995, 0.2078, 0.2096, 0.2016, -0.2538, -0.7204, 0.1857, 0.1611, 0.1663, 0.4611]
}


{
  "formula": "C4H12O",
  "method": "ωB97M-V with the def2-TZVPD basis set",
  "charge": 0,
  "smiles": "CCC.CO",
  "orbital_gap_ha": 0.41575,
  "homo_ha": -0.3834,
  "energy_ha": -234.80084,
  "de_lowest_kcal_mol": 19.9,
  "symbols": ["C", "C", "C", "H", "H", "H", "H", "H", "H", "H", "H", "C", "O", "H", "H", "H", "H"],
  "xyz": [[-0.71524, -1.69048, 0.12436], [0.70641, -2.01761, -0.30773], [1.69109, -0.96744, 0.20497], [-1.24431, -1.03222, -0.56587], [-0.67674, -1.11961, 1.05864], [-1.37670, -2.52752, 0.37880], [0.96597, -3.05336, -0.03845], [0.82392, -2.07150, -1.39293], [2.69324, -1.15613, -0.17472], [1.30045, -0.03564, -0.20100], [1.69797, -0.85275, 1.27787], [-1.27606, 2.45522, -0.04849], [-0.61878, 3.76429, 0.01853], [-2.03455, 2.63131, 0.71342], [-1.67644, 2.32538, -1.04999], [-0.55382, 1.70779, 0.28003], [0.29359, 3.64027, -0.27744]],
  "nbo_charge": [-0.6174, -0.4029, -0.5976, 0.2049, 0.1989, 0.2149, 0.1978, 0.1970, 0.2098, 0.1924, 0.2023, -0.2577, -0.7347, 0.1902, 0.1737, 0.1706, 0.4579]
}


{
  "formula": "C4H12O2",
  "method": "ωB97M-V with the def2-TZVPD basis set",
  "charge": 0,
  "smiles": "CCO.CCO",
  "orbital_gap_ha": 0.41077,
  "homo_ha": -0.3818,
  "energy_ha": -310.05071,
  "de_lowest_kcal_mol": 13.9,
  "symbols": ["C", "C", "O", "H", "H", "H", "H", "H", "H", "C", "C", "O", "H", "H", "H", "H", "H", "H"],
  "xyz": [[-1.61199, -0.28290, -1.59722], [-0.45882, -0.30543, -2.56971], [-0.72848, -1.11945, -3.70670], [-2.48958, 0.18641, -2.04398], [-1.32267, 0.25433, -0.69100], [-1.94358, -1.27819, -1.28818], [0.47491, -0.61167, -2.08957], [-0.28892, 0.70967, -2.94009], [-0.31634, -1.97876, -3.59021], [1.38127, -0.34523, 2.66039], [0.56743, 0.86226, 2.30847], [1.29150, 1.60598, 1.31694], [0.83152, -0.98013, 3.35926], [2.33403, -0.06947, 3.10745], [1.56579, -0.95214, 1.77206], [0.41676, 1.49883, 3.18617], [-0.41081, 0.56738, 1.91826], [0.70795, 2.23853, 0.88768]],
  "nbo_charge": [-0.6300, -0.0644, -0.7259, 0.2112, 0.2032, 0.2059, 0.1624, 0.1689, 0.4678, -0.6238, -0.0607, -0.7332, 0.2103, 0.2139, 0.2109, 0.1586, 0.1565, 0.4682]
}


{
  "formula": "C4H12O2",
  "method": "ωB97M-V with the def2-TZVPD basis set",
  "charge": 0,
  "smiles": "C=CCC.O.O",
  "orbital_gap_ha": 0.35862,
  "homo_ha": -0.3360,
  "energy_ha": -309.95869,
  "de_lowest_kcal_mol": 71.7,
  "symbols": ["C", "C", "C", "C", "H", "H", "H", "H", "H", "H", "H", "H", "O", "H", "H", "O", "H", "H"],
  "xyz": [[1.34480, 1.44861, 0.64696], [0.01214, 1.43040, 0.64657], [-1.34656, 0.14524, 0.93638], [-0.77251, -1.29290, 0.79675], [1.95176, 1.70420, -0.22272], [1.84715, 0.98085, 1.48002], [-0.62519, 2.16839, 0.15194], [-1.71871, 0.30915, 1.94189], [-2.05489, 0.48743, 0.17290], [0.11849, -1.52095, 1.37431], [-1.58452, -1.93595, 1.15092], [-0.62579, -1.54974, -0.25375], [-0.99207, 0.10674, -2.25317], [-0.72476, -0.05624, -1.34611], [-0.21555, 0.09437, -2.81725], [1.66420, -1.04350, -1.09810], [2.58956, -0.96265, -0.83754], [1.13245, -0.51345, -0.47002]],
  "nbo_charge": [-0.5000, -0.1575, -0.3841, -0.6543, 0.2237, 0.1969, 0.1825, 0.2150, 0.2203, 0.2224, 0.2257, 0.2167, -0.9453, 0.4655, 0.4826, -0.9665, 0.4732, 0.4834]
}


{
  "formula": "C4H12O2",
  "method": "ωB97M-V with the def2-TZVPD basis set",
  "charge": 1,
  "orbital_gap_ha": [0.30708, 0.17675],
  "homo_ha": [-0.4873, -0.4873],
  "energy_ha": -309.68818,
  "de_lowest_kcal_mol": 25.7,
  "spin_multiplicity": 2,
  "symbols": ["C", "C", "C", "C", "H", "H", "H", "H", "H", "H", "H", "H", "H", "H", "O", "H", "H", "O"],
  "xyz": [[0.31230, -0.03822, 1.52902], [0.11162, -0.57973, 2.78736], [-0.35562, -1.97271, 3.02935], [1.09990, 1.34552, 1.30339], [-0.28729, -0.41546, 0.76190], [0.57693, -0.00598, 3.52058], [0.04486, -2.82212, 2.43677], [-0.17556, -2.06911, 4.01998], [-1.50178, -2.04344, 2.63161], [0.38127, 2.15247, 1.09399], [1.73694, 1.22479, 0.44166], [1.66815, 1.65160, 2.12145], [0.54998, 1.11472, -7.25010], [1.27239, 2.35089, -6.70043], [1.43584, 1.49371, -7.01477], [-2.65051, 0.15412, -1.24382], [-2.03867, -0.83234, -2.19326], [-2.18076, -0.70872, -1.27468]],
  "nbo_charge": [0.1504, 0.1004, -0.6980, -0.6708, 0.2277, 0.2173, 0.3103, 0.2499, 0.3208, 0.2824, 0.2695, 0.2378, 0.4702, 0.4645, -0.9348, 0.4751, 0.4800, -0.9526]
}